Record 1
DFT (ωB97M-V/def2-TZVPD) results for a structure of composition C6H11ClCoF3NiO2 at a distorted geometry.

Geometry as ORCA input:
```
! RIJCOSX wB97M-V def2-TZVPD def2/J DEFGRID3
* xyz -2 7
Co -0.22812 1.43970 -0.16020
Cl -1.18613 3.29791 -0.12857
C -1.50052 -0.28918 0.11963
H -1.16157 -1.10464 0.78630
H -2.06568 -0.74291 -0.71709
H -2.21198 0.30589 0.73043
Ni 0.46168 -0.85779 -2.36801
C 1.63388 0.46103 -1.35137
C -1.15098 -0.99405 -3.60528
C 0.27182 -2.11887 -1.10446
H -1.57535 -1.98510 -3.75930
H -1.91458 -0.38969 -3.11622
H -0.93529 -0.54632 -4.57586
H 2.35405 -0.31078 -0.99730
H 1.95078 0.75376 -2.38591
H 1.90982 1.30229 -0.72370
H -0.63788 -2.57309 -0.66619
H 1.13820 -2.15203 -0.37365
F 1.18878 0.46247 5.06006
C 0.79296 1.24727 4.02290
F -0.40605 1.82087 4.37564
F 1.70426 2.23963 3.86064
C 0.56974 0.41015 2.66606
O 0.42146 -0.78898 2.82623
O 0.57671 1.11246 1.58519
*
```

Values from the calculation:
E_tot ... -109835.99162 eV
Molar mass ... 325.23 g/mol
<S²> ... 12.02
Frontier orbital gap (alpha / beta) ... 5.5 / 6.6 eV
ΔE to the lowest compared entry with this formula, charge and spin ... 6.0 kcal per mole



Record 2
DFT (ωB97M-V/def2-TZVPD) results for a cluster of 2 separate species, C6H11ClN2 in total at a distorted geometry.

Geometry as ORCA input:
```
! RIJCOSX wB97M-V def2-TZVPD def2/J DEFGRID3
* xyz 0 1
C 2.79968 1.35383 0.34093
C 2.04523 0.53277 -0.71117
N 0.70544 0.18484 -0.28880
C -0.31277 1.12981 -0.35130
C -1.48630 0.49065 -0.13688
N -1.16599 -0.83050 0.10580
C 0.13156 -1.01988 -0.13122
C -2.16103 -1.93711 0.38576
H 3.66761 1.94299 0.02434
H 3.07840 0.71630 1.15868
H 2.00952 2.00703 0.74109
H 2.59570 -0.37917 -0.86227
H 2.06220 1.09046 -1.66677
H -0.06078 2.19067 -0.38214
H -2.48359 0.89520 0.07577
H 0.61251 -1.96708 -0.04157
H -1.71745 -2.59370 1.12864
H -2.23198 -2.52747 -0.50960
H -3.06146 -1.45112 0.67713
Cl -5.02648 0.17148 0.44361
*
```

Values from the calculation:
E_tot ... -21902.00582 eV
Molar mass ... 146.62 g/mol
Frontier orbital gap ... 6.6 eV
ΔE to the lowest compared entry with this formula, charge and spin ... 11.1 kcal per mole



Record 3
DFT (ωB97M-V/def2-TZVPD) results for the ion C6H11ClN3O with charge +1 at a distorted geometry.

Geometry as ORCA input:
```
! RIJCOSX wB97M-V def2-TZVPD def2/J DEFGRID3
* xyz 1 1
H -2.28333 -2.18514 1.38100
N -1.43383 -1.66746 1.42043
C -1.04594 -1.21256 0.30350
C -1.57934 -1.57379 -1.01365
Cl -3.17091 -0.57929 -1.27847
N -0.69550 -1.35429 -2.11212
C 0.39951 -0.54004 -2.02093
N 0.80925 0.01389 -0.92716
C 2.03841 0.76831 -0.84917
C 0.11154 -0.18320 0.33647
O -0.34691 1.09499 0.76123
C -1.33723 1.20594 1.76047
H -1.92187 -2.62075 -0.99886
H -1.09250 -1.63066 -3.07025
H 0.92302 -0.27138 -2.91988
H 2.74748 0.33536 -1.59112
H 2.08881 1.88529 -1.13744
H 2.44338 0.87805 0.11803
H 0.93212 -0.55087 1.13491
H -0.98829 0.63687 2.58288
H -2.31185 0.77748 1.39809
H -1.47523 2.30756 2.10699
*
```

Values from the calculation:
E_tot ... -25432.28886 eV
Molar mass ... 176.63 g/mol
SMILES ... [H]/N=C1\[C@@H](Cl)[NH+]=CN(C)[C@H]1OC
Frontier orbital gap ... 9.5 eV
ΔE to the lowest compared entry with this formula, charge and spin ... 29.3 kcal per mole



Record 4
DFT (ωB97M-V/def2-TZVPD) results for the ion C6H11ClN3O with charge +1 at a distorted geometry.

Geometry as ORCA input:
```
! RIJCOSX wB97M-V def2-TZVPD def2/J DEFGRID3
* xyz 1 3
C -0.23425 0.91011 -0.68608
C 0.31159 0.97286 -1.96457
C 1.32410 -1.70473 1.54456
C -1.20971 -1.85466 0.98481
C -0.81764 1.94471 0.16590
C 0.08277 -0.96995 1.09811
N 0.97749 -0.97279 -1.09681
N 0.30513 -0.35280 -0.18896
N 0.14633 1.84219 -2.96345
O 1.08809 -0.12414 -2.18407
Cl 0.51846 3.15846 0.65949
H 1.20007 -2.80174 1.64216
H 1.25156 -1.30960 2.57421
H 2.15781 -1.31439 1.15389
H -1.04943 -2.55706 0.21953
H -2.00773 -1.11673 0.79619
H -1.58193 -2.38213 1.87216
H -1.00039 1.70619 1.21376
H -1.67832 2.52613 -0.05523
H -0.15640 -0.08900 1.75277
H -0.53335 2.59040 -2.82991
H 0.90577 1.89866 -3.70848
*
```

Values from the calculation:
E_tot ... -25428.17573 eV
Molar mass ... 176.63 g/mol
<S²> ... 2.01
Frontier orbital gap (alpha / beta) ... 7.4 / 7.1 eV
ΔE to the lowest compared entry with this formula, charge and spin ... 17.3 kcal per mole